Here is a cluster of 4 separate species, C3H14O3S in total in a non-equilibrium geometry from the Open Molecules 2025 dataset. Energies are from ωB97M-V/def2-TZVPD.

Structure (XYZ):
```
21
Properties=species:S:1:pos:R:3:lowdin_charge:R:1
C -1.87 -1.01 -1.48 -0.112
C -0.65 -0.12 -1.06 -0.270
C -1.03 0.67 0.18 -0.530
S -1.90 -0.16 1.58 0.690
H -2.30 -0.62 -2.41 0.068
H -2.67 -0.98 -0.75 0.016
H -1.54 -1.99 -1.80 0.068
H 0.22 -0.76 -0.98 0.062
H -0.44 0.48 -1.95 0.109
H -1.61 1.58 0.01 0.073
H -0.20 1.06 0.78 0.010
H -3.18 -0.32 1.22 -0.161
O 1.67 0.17 2.57 -0.054
H 2.33 -0.54 2.46 0.065
H 1.10 -0.40 3.10 0.044
O 2.14 2.23 0.93 -0.079
H 1.63 2.90 0.43 0.039
H 1.51 1.78 1.51 -0.022
O 2.56 -1.31 -1.69 -0.060
H 2.59 -1.48 -0.73 0.047
H 1.64 -1.18 -1.92 -0.005
```

Its structure (SMILES) is CCCS.O.O.O. The relative energy (zero: lowest compared OMol25 entry of this formula, charge and spin) is 30.1 kcal/mol.


Here is the molecule H8SSi3 in a non-equilibrium geometry from the Open Molecules 2025 dataset. Energies are from ωB97M-V/def2-TZVPD.

Structure (XYZ):
```
12
Properties=species:S:1:pos:R:3:lowdin_charge:R:1
Si 1.26 -1.69 -1.79 0.431
Si 0.83 -0.20 0.12 0.160
S -1.26 0.44 -0.12 0.091
Si -1.82 1.54 1.56 0.199
H 1.07 -3.18 -2.14 -0.107
H 0.94 -1.05 -3.04 -0.152
H 2.86 -1.78 -1.88 -0.104
H 0.57 -0.93 1.42 -0.098
H 1.39 1.20 0.29 -0.083
H -0.69 2.27 1.83 -0.143
H -2.35 0.87 2.73 -0.104
H -2.81 2.52 1.02 -0.090
```

Its structure (SMILES) is [SiH3][SiH2]S[SiH3]. The relative energy (zero: lowest compared OMol25 entry of this formula, charge and spin) is 8.3 kcal/mol.


Here is a structure of composition CH4N4O in a non-equilibrium geometry from the Open Molecules 2025 dataset. Energies are from ωB97M-V/def2-TZVPD.

Structure (XYZ):
```
10
Properties=species:S:1:pos:R:3:lowdin_charge:R:1
C -0.14 -1.18 0.10 -0.222
N 0.91 1.82 -0.61 -0.032
N 1.35 0.60 -0.78 0.013
N -0.36 1.39 -0.36 -0.025
N 0.12 0.08 -0.51 -0.196
O -0.35 -1.04 1.50 -0.054
H -0.92 -1.71 -0.44 0.116
H 0.81 -1.67 -0.15 0.127
H -1.31 1.81 -0.49 0.165
H -0.11 -0.10 1.73 0.108
```

The relative energy (zero: lowest compared OMol25 entry of this formula, charge and spin) is 71.9 kcal/mol.


Here is a cluster of 8 separate species, C32H77BO9PSi in total in a non-equilibrium geometry from the Open Molecules 2025 dataset. Energies are from ωB97M-V/def2-TZVPD.

Structure (XYZ):
```
121
Properties=species:S:1:pos:R:3:lowdin_charge:R:1
C 3.48 -2.77 1.79 -0.076
C 4.78 -3.35 1.06 -0.210
O 6.03 -2.69 1.41 -0.032
B 5.89 -1.27 1.56 -0.645
O 5.75 -0.75 2.90 0.082
P 5.89 0.04 0.15 1.156
C 4.51 1.29 0.54 -0.316
C 4.13 2.19 -0.77 -0.219
C 2.52 2.32 -0.96 -0.180
C 1.95 3.19 0.25 -0.215
C 0.37 3.06 0.50 -0.194
C -0.16 1.52 0.47 -0.201
C 0.73 0.52 1.34 -0.263
C -0.06 -0.43 2.36 -0.269
Si -1.52 -1.43 1.64 0.548
C -2.01 -2.71 3.02 -0.219
C -3.13 -0.36 1.40 -0.203
C -1.13 -2.47 0.09 -0.219
C -2.03 -3.74 -0.14 -0.054
C -1.86 -4.72 -1.33 -0.060
C -0.74 -4.45 -2.36 -0.074
C 0.19 -3.20 -2.18 -0.078
C -0.03 -2.22 -0.97 -0.081
H 2.68 -3.60 1.72 0.111
H 3.61 -2.58 2.92 0.078
H 3.00 -1.87 1.25 0.076
H 4.60 -3.41 -0.07 0.132
H 4.89 -4.45 1.42 0.145
H 5.85 -1.55 3.49 0.131
H 5.76 -0.52 -1.17 0.035
H 7.13 0.77 0.28 0.060
H 4.85 2.01 1.38 0.121
H 3.56 0.78 0.95 0.076
H 4.53 1.57 -1.67 0.072
H 4.67 3.19 -0.79 0.113
H 2.10 1.26 -1.03 0.095
H 2.36 2.94 -1.92 0.128
H 2.49 2.97 1.24 0.100
H 2.19 4.30 0.03 0.112
H 0.12 3.46 1.56 0.120
H -0.20 3.69 -0.27 0.116
H -0.13 1.23 -0.65 0.110
H -1.26 1.57 0.75 0.090
H 1.48 -0.12 0.72 0.065
H 1.42 1.19 2.00 0.102
H 0.70 -1.14 2.84 0.066
H -0.50 0.23 3.21 0.104
H -3.06 -3.15 2.81 0.040
H -1.28 -3.60 2.93 0.043
H -1.93 -2.25 4.07 0.042
H -4.00 -0.82 1.99 0.044
H -2.89 0.65 1.92 0.031
H -3.37 -0.19 0.30 0.040
H -2.89 -3.97 0.59 0.088
H -2.54 -5.64 -1.45 0.093
H -0.53 -5.15 -3.24 0.090
H 1.01 -3.03 -2.95 0.072
H 0.63 -1.30 -0.89 0.052
C -5.78 -3.61 -2.47 -0.089
C -5.36 -5.05 -2.64 -0.323
O -5.22 -5.68 -1.37 -0.106
H -5.03 -3.06 -1.87 0.072
H -5.88 -3.11 -3.43 0.049
H -6.73 -3.54 -1.93 0.075
H -4.40 -5.11 -3.16 0.100
H -6.10 -5.60 -3.22 0.109
H -6.07 -5.63 -0.92 0.083
C -6.23 -0.41 -6.52 -0.086
C -5.66 -0.21 -5.13 -0.309
O -5.18 -1.45 -4.61 -0.109
H -7.04 -1.14 -6.50 0.078
H -6.61 0.53 -6.93 0.076
H -5.47 -0.81 -7.20 0.071
H -6.43 0.16 -4.45 0.086
H -4.84 0.51 -5.15 0.112
H -4.49 -1.77 -5.21 0.088
C 5.32 -1.50 -4.89 -0.085
C 4.61 -0.41 -4.12 -0.331
O 5.52 0.64 -3.81 -0.115
H 6.15 -1.90 -4.31 0.076
H 4.63 -2.32 -5.13 0.080
H 5.74 -1.11 -5.82 0.080
H 4.21 -0.80 -3.18 0.095
H 3.78 0.00 -4.70 0.115
H 5.86 0.99 -4.64 0.092
C 2.62 -1.88 6.94 -0.076
C 1.91 -2.08 5.62 -0.308
O 1.66 -0.82 5.00 -0.112
H 2.02 -1.26 7.61 0.065
H 2.82 -2.84 7.43 0.080
H 3.58 -1.36 6.79 0.076
H 0.95 -2.58 5.77 0.118
H 2.51 -2.69 4.93 0.087
H 2.51 -0.39 4.86 0.081
C 0.57 3.04 7.36 -0.091
C 0.98 1.59 7.19 -0.338
O 1.13 0.97 8.46 -0.089
H 1.32 3.58 7.95 0.079
H 0.46 3.53 6.39 0.072
H -0.37 3.11 7.90 0.075
H 1.94 1.52 6.66 0.104
H 0.23 1.04 6.61 0.105
H 0.27 1.02 8.91 0.088
C 2.93 7.24 -2.78 -0.093
C 3.51 7.43 -1.39 -0.316
O 3.97 6.19 -0.87 -0.108
H 2.10 6.53 -2.75 0.073
H 2.57 8.19 -3.19 0.078
H 3.69 6.83 -3.46 0.072
H 2.75 7.82 -0.71 0.115
H 4.35 8.14 -1.41 0.111
H 4.65 5.86 -1.47 0.075
C -9.24 3.14 -2.48 -0.095
C -8.96 2.07 -3.51 -0.317
O -7.57 2.01 -3.80 -0.104
H -8.90 4.11 -2.83 0.077
H -10.31 3.19 -2.26 0.076
H -8.70 2.93 -1.55 0.072
H -9.48 2.29 -4.45 0.115
H -9.29 1.08 -3.16 0.110
H -7.11 1.80 -2.97 0.085
```

Its charge is +1.


Taking the records one at a time from the top gives HOMO-LUMO gap values of 9.710; 9.131; 10.616; 6.640 eV.